Entry 1:
The following is a DFT calculation (ωB97M-V/def2-TZVPD) of a molecular structure, C21H50AlBBrCl2F4N3O15P2S in a non-equilibrium geometry.

The geometry in ORCA input format:
```
! RIJCOSX wB97M-V def2-TZVPD def2/J DEFGRID3
* xyz 0 1
C 7.45231 -5.13802 2.66734
C 6.29167 -5.19130 1.96402
C 6.19096 -4.41068 0.63694
C 5.36917 -3.07596 0.65680
O 4.17664 -3.41942 -0.12505
C 2.93544 -3.24146 0.53527
C 1.86818 -4.29267 0.13928
C 0.56312 -4.26912 0.97679
C -0.40738 -3.15466 0.45192
C -0.87759 -2.18233 1.57217
P 2.41758 -1.53644 -0.13101
S 1.78813 -1.49018 -2.00762
C 3.32225 -3.26522 2.09352
O 3.30756 -4.64112 2.39622
B 3.07095 -4.88089 3.75963
O 3.48783 -4.03064 4.73798
O 2.38990 -6.06573 4.11900
C 4.70916 -2.55568 1.97666
P 5.74532 -2.29332 3.49853
O 7.10537 -1.82848 3.06394
H 7.89404 -6.06662 3.07976
H 7.97514 -4.18960 2.89661
H 5.49837 -5.82213 2.39461
H 7.21551 -4.20128 0.28190
H 5.74694 -5.10822 -0.10509
H 5.98978 -2.23980 0.28222
H 1.53554 -4.19738 -0.91955
H 2.32121 -5.30432 0.20478
H 0.72072 -4.13549 2.06872
H 0.08592 -5.26833 0.87944
H -1.34051 -3.67592 0.13161
H 0.00809 -2.61764 -0.42498
H -0.13277 -1.37789 1.75983
H -1.05045 -2.69345 2.54280
H -1.82962 -1.71324 1.27346
H 3.60346 -0.74997 -0.08578
H 1.48840 -0.87815 0.71252
H 2.54284 -2.66328 2.61459
H 3.51460 -4.51605 5.59349
H 1.48888 -5.92348 3.78489
H 4.44751 -1.50057 1.70460
H 5.81482 -3.46322 4.29239
H 5.10855 -1.26401 4.25752
C -3.44200 1.88096 0.54072
C -3.25426 1.12824 1.84255
O -1.93525 0.57386 1.83345
O -3.21447 0.99334 -0.55348
H -4.44672 2.29086 0.46072
H -2.71141 2.69898 0.45886
H -3.95042 0.29293 1.90920
H -3.39098 1.77518 2.71278
H -1.30383 1.29785 1.91557
H -2.48814 0.42138 -0.26693
Al 1.04191 -1.42438 -4.29746
C -3.17189 2.86894 -6.98455
C -2.57884 1.85095 -7.94789
O -1.17022 1.95388 -8.11335
C -0.30548 1.35620 -7.14391
O -0.59470 0.10364 -6.89184
C -0.19215 2.17774 -5.83828
F -0.18482 3.49383 -6.06622
F 1.03012 1.89706 -5.18839
F -1.14734 1.94912 -4.93935
H -2.69619 3.84369 -7.09716
H -4.24376 2.97581 -7.16117
H -3.05418 2.55589 -5.94898
H -2.98996 2.06271 -8.93725
H -2.89283 0.83366 -7.70229
H 0.69020 1.55441 -7.61360
Br 2.77912 1.89218 -6.09921
F -5.47732 0.50599 -0.77024
C -1.28694 4.25120 -2.52842
Cl -2.09574 5.47021 -3.51584
Cl -0.35792 4.98885 -1.21723
H -2.03766 3.59342 -2.09903
H -0.61209 3.68152 -3.15840
C -4.77770 5.63707 0.40460
C -4.98950 5.31855 -1.06258
O -4.56361 6.40489 -1.88180
H -5.33017 6.53717 0.68302
H -5.10832 4.81111 1.03680
H -3.72126 5.83320 0.60874
H -6.04519 5.14385 -1.26748
H -4.42864 4.42029 -1.34742
H -3.62815 6.54921 -1.70579
N -2.60917 -1.55572 -2.59834
H -3.07611 -2.45758 -2.71973
H -2.58571 -1.05946 -3.49435
H -3.12774 -0.99254 -1.90817
H -1.65283 -1.70776 -2.26379
C -4.59058 8.24666 3.95152
N -4.83600 6.79267 4.15016
O -5.87502 6.46809 4.68555
O -3.97248 6.03359 3.75858
H -5.43736 8.79921 4.34518
H -3.67950 8.50092 4.48685
H -4.47978 8.41677 2.88352
N 2.61917 -3.35968 8.37744
O 1.56404 -3.67176 8.94237
O 3.26411 -4.22391 7.73733
O 3.04300 -2.19563 8.43927
*
```

## Properties
**Orbital gap**: 0.94 eV



Entry 2:
The following is a DFT calculation (ωB97M-V/def2-TZVPD) of 7 unconnected molecules or ions with the total composition C21H51BrClN2O6S6 in a non-equilibrium geometry.

The geometry in ORCA input format:
```
! RIJCOSX wB97M-V def2-TZVPD def2/J DEFGRID3
* xyz 1 1
C 1.07316 -3.39528 -5.35516
C 0.97274 -4.23183 -4.06846
C 0.06964 -3.48078 -3.04600
Cl -0.67615 -4.60309 -1.87481
C 0.91809 -2.45466 -2.32488
C 1.80288 -2.58101 -1.31861
N 2.28392 -1.27544 -1.13407
C 1.72260 -0.43940 -1.97519
C 1.96994 1.03281 -2.13834
C 2.32961 1.31456 -3.62457
C 3.85715 1.21660 -3.88817
Br 1.67641 3.07981 -4.15326
N 0.85405 -1.13122 -2.73282
H 1.44117 -2.37976 -5.15239
H 1.78706 -3.87216 -6.02787
H 0.08120 -3.29189 -5.80606
H 0.63388 -5.25677 -4.23538
H 1.96799 -4.26063 -3.60872
H -0.72578 -2.94190 -3.57146
H 2.07807 -3.48149 -0.79637
H 2.98725 -1.02328 -0.45457
H 1.12576 1.64278 -1.81438
H 2.84452 1.27281 -1.53052
H 1.85045 0.60710 -4.30242
H 4.06011 0.28820 -4.43305
H 4.43993 1.27953 -2.96824
H 4.14897 2.02536 -4.55835
H 0.27018 -0.75077 -3.46113
C 0.92384 3.38745 1.73414
S 2.49302 3.87417 1.01675
O 2.49047 3.43207 -0.41408
C 3.49046 2.70077 1.94146
H 0.13601 3.97433 1.26938
H 0.74867 2.32534 1.55122
H 0.93517 3.58833 2.80368
H 3.14752 1.68382 1.74269
H 3.41008 2.91922 3.00675
H 4.52752 2.80611 1.62474
C -2.26671 1.56773 3.90047
S -2.73525 3.23230 3.40452
O -1.48507 4.04689 3.37420
C -3.60031 3.64808 4.92235
H -1.67189 1.12880 3.10107
H -1.67573 1.60899 4.81578
H -3.16573 0.97117 4.05527
H -2.92124 3.55084 5.76953
H -4.45628 2.98386 5.04261
H -3.94642 4.67898 4.85072
C -1.48651 -8.51815 -6.73086
S -1.43935 -7.15394 -5.56513
O -0.03986 -7.06506 -5.05130
C -2.42053 -7.95288 -4.29058
H -0.89163 -8.24316 -7.59946
H -1.06783 -9.41122 -6.26721
H -2.51739 -8.69556 -7.03663
H -1.94063 -8.88347 -3.98750
H -3.42154 -8.14849 -4.67455
H -2.48391 -7.27864 -3.43848
C -3.44681 -2.55290 -2.17968
S -5.01578 -2.75851 -1.31847
O -5.86344 -3.62561 -2.16904
C -5.58036 -1.06597 -1.54974
H -2.93850 -3.51426 -2.19116
H -3.62936 -2.22188 -3.20414
H -2.83190 -1.82303 -1.64885
H -5.62157 -0.83392 -2.61422
H -4.90192 -0.38305 -1.03715
H -6.57563 -0.98061 -1.11868
C 3.43819 -0.95757 6.33460
S 3.87058 0.74570 5.95746
O 2.74356 1.32782 5.17657
C 5.17767 0.34804 4.78710
H 2.60221 -0.94794 7.03088
H 3.14791 -1.47522 5.41985
H 4.29144 -1.45339 6.79731
H 4.77229 -0.25686 3.97489
H 5.97295 -0.19155 5.30101
H 5.57150 1.28130 4.38865
C -2.45965 9.42881 4.91062
S -2.84660 7.69658 4.62443
O -3.58399 7.20140 5.81922
C -1.15704 7.10002 4.75712
H -3.39204 9.98988 4.90801
H -1.96751 9.54009 5.87691
H -1.81381 9.79150 4.11093
H -0.75105 7.36639 5.73385
H -0.55524 7.54076 3.96184
H -1.16989 6.01710 4.64354
*
```

## Properties
**Orbital gap**: 7.47 eV



Entry 3:
The following is a DFT calculation (ωB97M-V/def2-TZVPD) of 7 unconnected molecules or ions with the total composition C21H51N6O7PS in a non-equilibrium geometry.

The geometry in ORCA input format:
```
! RIJCOSX wB97M-V def2-TZVPD def2/J DEFGRID3
* xyz 0 1
C -1.85756 -0.58251 3.75205
N -2.56377 0.24913 2.79112
C -3.21497 1.41558 2.97269
C -3.26331 1.98658 4.37208
O -3.73669 1.99350 2.02387
H -0.82546 -0.66046 3.41785
H -2.29133 -1.58322 3.76482
H -1.89313 -0.16821 4.75516
H -2.55855 -0.07186 1.83234
H -3.81135 2.92287 4.33922
H -3.77114 1.30278 5.05244
H -2.25796 2.17763 4.75094
C -3.89806 -1.73015 -6.04585
N -2.97981 -2.05845 -4.97004
C -2.04215 -1.26201 -4.39109
C -1.90830 0.14961 -4.91111
O -1.34542 -1.68197 -3.48058
H -4.93056 -1.85036 -5.71471
H -3.73130 -2.38719 -6.90043
H -3.75603 -0.70419 -6.36595
H -3.01001 -2.99002 -4.58600
H -1.12514 0.64698 -4.34729
H -1.63666 0.14993 -5.96698
H -2.84157 0.70037 -4.78450
C 0.93719 -0.46620 -1.09927
N 0.63271 -0.70702 0.30521
C 1.17197 -1.60462 1.16664
C 2.20407 -2.56579 0.63771
O 0.81301 -1.59522 2.34126
H 1.25844 0.56575 -1.22915
H 0.05292 -0.63035 -1.71816
H 1.72806 -1.12438 -1.44218
H -0.07491 -0.12936 0.73178
H 2.53290 -3.20477 1.44559
H 1.78374 -3.18864 -0.15141
H 3.06720 -2.03269 0.24298
C 2.40822 5.37907 -0.44264
N 1.97723 4.11553 -1.01937
C 2.44710 3.48174 -2.12662
C 3.56048 4.15443 -2.89349
O 1.97601 2.40948 -2.47424
H 2.75755 5.23487 0.58114
H 1.57974 6.08818 -0.42393
H 3.21561 5.80577 -1.02714
H 1.22610 3.61925 -0.56599
H 3.81751 3.52582 -3.73949
H 3.24381 5.13098 -3.26064
H 4.44254 4.28090 -2.26536
C 6.84710 -6.95212 1.52643
N 5.95676 -6.11079 0.75016
C 5.23311 -5.03822 1.16732
C 5.34902 -4.64533 2.62259
O 4.52134 -4.42615 0.38887
H 7.85691 -6.91971 1.11421
H 6.50246 -7.98730 1.51094
H 6.88460 -6.61706 2.55683
H 5.83521 -6.32029 -0.22802
H 4.71717 -3.78017 2.79548
H 5.01944 -5.45708 3.27168
H 6.37777 -4.38548 2.87379
C 0.36986 2.14575 2.31447
N 1.45235 3.11493 2.27912
C 1.75988 4.08374 3.17915
C 0.87721 4.19732 4.40000
O 2.71130 4.82551 2.99253
H 0.78011 1.13382 2.29767
H -0.27068 2.28185 1.43954
H -0.23610 2.25884 3.20601
H 2.08278 3.09082 1.49305
H 1.24946 5.01071 5.01387
H -0.15350 4.41136 4.11418
H 0.90027 3.27491 4.98150
O -4.32934 -2.20324 -0.83195
P -2.98246 -1.34402 -0.37497
C -3.15342 0.36488 -1.07277
C -4.57714 0.89817 -1.13940
C -5.45717 0.21189 -2.19602
S -7.09911 -0.27095 -1.59150
H -4.21259 -2.54796 -1.73030
H -1.99586 -1.85169 -1.23676
H -2.60536 0.99158 -0.37147
H -2.66609 0.46436 -2.04144
H -5.05689 0.88353 -0.16789
H -4.51036 1.94858 -1.41145
H -5.69359 0.90790 -2.99329
H -4.96819 -0.63831 -2.65050
H -6.82520 -1.51171 -1.18490
*
```

## Properties
**Orbital gap**: 8.94 eV
**Energy relative to the best compared isomer or geometry (same formula, charge and spin)**: 5.55 kcal/mol



Entry 4:
The following is a DFT calculation (ωB97M-V/def2-TZVPD) of 7 unconnected molecules or ions with the total composition C21H51O24P3 in a non-equilibrium geometry.

The geometry in ORCA input format:
```
! RIJCOSX wB97M-V def2-TZVPD def2/J DEFGRID3
* xyz 0 1
C 1.19208 -1.20009 -6.14030
O 1.72276 -1.17637 -4.82314
P 2.81819 -0.02551 -4.48361
O 2.20532 1.22901 -4.02613
O 3.68731 0.23705 -5.79500
C 4.44073 -0.82714 -6.42828
O 3.75629 -0.72491 -3.42919
C 3.37580 -0.94982 -2.08011
H 1.57337 -0.37668 -6.74420
H 0.11384 -1.04860 -6.08963
H 1.42559 -2.16216 -6.59635
H 5.48709 -0.95412 -6.15061
H 4.47327 -0.72246 -7.51276
H 3.94280 -1.79582 -6.38553
H 2.55327 -0.33242 -1.71905
H 4.29729 -0.83236 -1.50990
H 3.15016 -1.97321 -1.78032
C 4.49885 3.28271 1.30194
O 3.23638 2.59588 1.40213
P 2.81332 1.95170 2.88468
O 3.98746 1.47436 3.69646
O 1.74647 0.78336 2.62094
C 2.17555 -0.50227 2.21880
O 1.91869 3.18908 3.61756
C 0.95297 2.91740 4.61511
H 4.39370 4.35353 1.12762
H 5.18793 2.73217 0.66150
H 4.99985 3.39127 2.26386
H 1.41936 -1.23834 2.49176
H 3.18541 -0.74309 2.55092
H 2.15641 -0.41231 1.13268
H 0.00125 3.35491 4.31361
H 1.24828 3.34131 5.57490
H 0.85151 1.84340 4.77107
C -1.84054 1.43801 0.92256
O -2.16062 1.86092 2.17587
P -2.85186 3.31650 2.46716
O -2.97963 3.74025 3.86982
O -4.22990 2.97170 1.64064
C -5.24990 3.81084 1.48002
O -1.95655 4.28968 1.56266
C -0.68712 4.76043 1.94304
H -0.92472 1.95597 0.63782
H -2.59668 1.64620 0.16558
H -1.88922 0.34910 0.92576
H -5.69243 3.56902 0.51369
H -4.97980 4.86192 1.58199
H -5.98853 3.53820 2.23379
H 0.18927 4.11278 1.91868
H -0.70629 5.12976 2.96838
H -0.56865 5.77925 1.57416
C 0.08007 -4.13065 4.40751
O 0.39194 -4.64215 3.13719
C -0.02829 -5.90837 2.82059
O -0.75364 -6.61514 3.51367
O 0.41408 -6.15826 1.54541
C -0.20848 -7.17500 0.77098
H -0.90391 -3.67036 4.49700
H 0.85720 -3.41834 4.68465
H 0.22025 -4.90825 5.15837
H 0.23770 -7.17915 -0.22351
H -1.26159 -6.98668 0.56216
H -0.25221 -8.22371 1.06492
C -0.83503 -3.01480 0.33364
O -0.34492 -1.95261 -0.52924
C -1.20634 -1.20347 -1.32451
O -2.40530 -1.20936 -1.27896
O -0.52586 -0.59173 -2.25849
C -1.10402 0.29150 -3.27236
H -0.65796 -3.95114 -0.19553
H -1.92048 -2.91560 0.34057
H -0.40813 -3.07472 1.33478
H -1.50192 1.19640 -2.81309
H -1.94277 -0.24477 -3.71622
H -0.43902 0.62664 -4.06833
C 2.30612 8.00855 -0.87843
O 2.07237 7.05228 -1.89104
C 1.75365 5.78224 -1.56892
O 1.79954 5.30364 -0.40938
O 1.33135 5.05774 -2.65030
C 0.73114 3.77629 -2.51286
H 1.55810 8.04155 -0.08629
H 2.37326 8.94509 -1.43202
H 3.31376 7.81898 -0.50855
H -0.07069 3.61328 -3.23299
H 0.06071 3.57182 -1.67812
H 1.36650 2.89152 -2.55302
C -4.76460 -6.04006 3.04470
O -5.22943 -5.60879 1.76476
C -4.49433 -4.88868 0.93410
O -3.41556 -4.36183 1.28873
O -5.11584 -4.80371 -0.19032
C -4.32695 -4.21709 -1.30753
H -5.38521 -6.89863 3.30122
H -4.97673 -5.29993 3.81626
H -3.75711 -6.44595 2.95344
H -4.50653 -4.48312 -2.34920
H -3.26749 -4.35705 -1.09287
H -4.73270 -3.20845 -1.38562
*
```

## Properties
**Orbital gap**: 10.64 eV
**Energy relative to the best compared isomer or geometry (same formula, charge and spin)**: 94.62 kcal/mol